The following is a DFT calculation (wB97M-V/def2-TZVPD) of a molecular structure, C25H36CrNO2 at a distorted geometry.

```
65
C25H36CrNO2, DFT wB97M-V/def2-TZVPD
O 0.068 -0.610 -4.265
C 0.004 0.632 -5.071
C -0.027 -0.041 -6.434
H 0.873 1.289 -4.908
H -0.940 1.164 -4.883
C 0.078 -1.318 -5.545
H 0.800 0.157 -7.112
H -0.989 0.050 -6.961
C 1.366 -2.067 -5.788
H 2.223 -1.401 -5.655
H 1.333 -2.472 -6.810
H 1.451 -2.904 -5.090
C -1.128 -2.194 -5.803
H -2.056 -1.623 -5.683
H -1.132 -3.087 -5.174
H -1.022 -2.500 -6.856
Cr -0.224 -0.820 2.613
C -2.175 -1.424 3.781
C -2.188 -0.044 4.172
C -2.215 0.747 2.991
H -2.332 0.326 5.188
C -2.262 -0.128 1.845
C -2.347 -1.474 2.353
H -2.648 -2.344 1.752
H -2.178 -2.289 4.466
H -2.381 1.831 2.929
H -2.344 0.169 0.801
C 1.208 -2.324 3.441
C 0.221 -2.901 2.554
C 0.468 -2.395 1.228
H -0.567 -3.605 2.850
C 1.465 -1.370 1.328
C 1.928 -1.336 2.685
H 2.727 -0.700 3.052
H 1.500 -2.738 4.408
H 0.059 -2.787 0.283
H 1.833 -0.743 0.516
O 1.248 1.213 -1.712
C 0.096 0.337 -1.746
C -1.150 1.113 -2.189
H -0.030 -0.152 -0.750
H 0.293 -0.435 -2.493
C -0.595 2.484 -2.648
H -1.776 1.214 -1.315
H -1.653 0.583 -2.997
C 0.843 2.536 -2.074
H -1.231 3.345 -2.395
H -0.475 2.529 -3.738
H 0.862 3.139 -1.148
H 1.606 2.945 -2.755
C 0.528 -0.238 6.135
C 0.808 0.904 5.257
C 1.419 2.148 5.550
C 1.469 2.862 4.330
C 0.896 2.015 3.341
C 0.740 2.257 1.898
N 0.532 0.827 3.910
H 0.740 0.032 7.172
H 1.137 -1.103 5.847
H -0.525 -0.537 6.069
H 1.799 2.428 6.532
H 1.879 3.856 4.144
H -0.329 2.384 1.646
H 1.274 3.177 1.614
H 1.148 1.408 1.318
```

As for the HOMO-LUMO gap (alpha / beta): 4.2978 / 5.0956 eV. Its max |F| is 3.3 eV Å⁻¹. Its LUMO energy (alpha / beta) is 2.108 / 2.107 eV. The total energy comes out at -2223.792747 a.u. The calculation puts the HOMO energy (alpha / beta) at -2.19 / -2.99 eV. The multiplicity is 5. Its charge is -1.



The following is a DFT calculation (wB97M-V/def2-TZVPD) of a single C4H10N2O molecule at a distorted geometry.

```
17
C4H10N2O, DFT wB97M-V/def2-TZVPD
C 1.166 -0.264 -1.417
C 1.698 -0.124 0.046
C 0.839 1.007 0.630
O 1.326 2.110 0.780
N -0.506 0.792 0.690
C -1.269 -0.426 0.977
N -2.414 -0.413 0.084
H 1.217 0.770 -1.774
H 1.765 -0.883 -2.072
H 0.079 -0.487 -1.476
H 1.960 -1.046 0.517
H 2.694 0.333 0.042
H -0.993 1.667 0.837
H -0.707 -1.337 0.821
H -1.536 -0.312 2.047
H -3.002 -1.232 0.153
H -2.316 -0.156 -0.884
```

As for the HOMO-LUMO gap: 10.3572 eV. Its max |F| is 1.6 eV Å⁻¹. Its LUMO energy is 0.915 eV. The total energy comes out at -343.148617 a.u. The calculation puts the HOMO energy at -9.44 eV. As for the structure (SMILES): CCC(=O)NCN.



The following is a DFT calculation (wB97M-V/def2-TZVPD) of 6 unconnected molecules or ions with the total composition C11H22F7N6O17P at a distorted geometry.

```
64
C11H22F7N6O17P, DFT wB97M-V/def2-TZVPD
C 4.231 -0.793 -1.695
O 4.370 0.581 -2.210
C 3.370 0.831 -3.301
O 2.113 1.209 -2.636
P 1.360 2.595 -3.373
O 1.506 2.395 -4.966
O 2.096 4.127 -2.993
C 3.224 3.992 -2.058
O 3.609 5.278 -1.417
N 3.481 5.026 -0.088
O 2.303 5.320 0.142
O -0.348 2.750 -3.062
C -0.643 2.917 -1.630
F 0.542 2.910 -0.740
F -1.324 4.243 -1.398
C -1.649 1.643 -1.227
F -2.424 2.120 -0.044
F -0.774 0.530 -0.727
C -2.644 1.197 -2.451
F -3.752 0.384 -1.824
F -2.010 0.296 -3.463
F -3.349 2.370 -3.089
H 4.268 -0.871 -0.514
H 5.194 -1.385 -2.079
H 3.230 -1.273 -2.070
H 3.253 -0.162 -3.946
H 3.835 1.724 -3.943
H 4.156 3.634 -2.712
H 3.061 3.189 -1.221
C -1.859 -2.694 -0.162
N -0.479 -2.899 0.356
O -0.365 -3.377 1.491
O 0.451 -2.575 -0.392
H -2.573 -3.022 0.597
H -1.979 -1.629 -0.370
H -1.962 -3.291 -1.071
C -2.036 1.868 3.382
N -2.300 0.594 4.103
O -2.077 0.575 5.319
O -2.724 -0.351 3.428
H -1.669 2.609 4.096
H -1.284 1.665 2.617
H -2.977 2.196 2.936
C -6.110 -0.615 3.808
N -7.343 0.207 3.935
O -7.471 1.160 3.157
O -8.149 -0.127 4.812
H -5.496 -0.209 3.001
H -5.579 -0.562 4.761
H -6.418 -1.638 3.581
C -1.206 -6.914 -1.050
N -2.440 -6.091 -0.923
O -2.567 -5.138 -1.702
O -3.245 -6.425 -0.046
H -0.593 -6.508 -1.857
H -0.676 -6.860 -0.098
H -1.514 -7.936 -1.277
C 6.310 0.386 2.604
N 5.722 -0.102 1.328
O 5.826 -1.309 1.082
O 5.171 0.740 0.610
H 6.759 -0.458 3.132
H 7.069 1.131 2.354
H 5.502 0.824 3.194
```

As for the HOMO-LUMO gap: 9.2946 eV. Its max |F| is 7.7 eV Å⁻¹. Its LUMO energy is -1.197 eV. The total energy comes out at -3079.572452 a.u. The calculation puts the HOMO energy at -10.49 eV. As for the structure (SMILES): COCO[P@](=O)(OCON=O)OC(F)(F)C(F)(F)C(F)(F)F.C[N+](=O)[O-].C[N+](=O)[O-].C[N+](=O)[O-].C[N+](=O)[O-].C[N+](=O)[O-].



The following is a DFT calculation (wB97M-V/def2-TZVPD) of a molecular structure, C23H34AlBeBrClF7KN4O12S5 at a distorted geometry.

```
90
C23H34AlBeBrClF7KN4O12S5, DFT wB97M-V/def2-TZVPD
C 1.238 -1.382 0.833
C 2.524 -1.250 -0.160
C 2.157 -0.206 -1.308
C 3.121 1.057 -1.410
C 3.472 1.768 -0.030
C 2.577 3.027 0.322
C 1.052 2.639 0.683
C 0.277 4.023 0.807
C -1.302 3.894 0.898
C -1.933 2.792 -0.020
C -3.049 1.946 0.629
C -3.778 0.873 -0.120
S -5.172 -0.081 0.708
C -3.431 0.517 -1.618
N -4.031 -0.500 -2.517
S -3.161 -0.296 -3.977
N -2.114 0.986 -3.588
C -2.323 1.384 -2.235
C -1.585 2.498 -1.466
C -0.491 3.328 -2.252
C -0.971 4.847 -2.452
C -0.017 5.694 -3.411
N 1.426 5.649 -3.144
O -0.533 6.356 -4.310
H 1.508 -1.409 1.930
H 0.707 -2.343 0.547
H 0.487 -0.547 0.699
H 3.503 -1.000 0.399
H 2.667 -2.287 -0.642
H 1.067 0.099 -1.257
H 2.266 -0.770 -2.298
H 2.727 1.774 -2.208
H 4.110 0.669 -1.836
H 3.496 1.076 0.868
H 4.540 2.159 -0.135
H 3.012 3.486 1.305
H 2.621 3.828 -0.474
H 0.656 1.983 -0.156
H 0.981 2.025 1.635
H 0.608 4.661 -0.071
H 0.661 4.524 1.749
H -1.748 4.949 0.713
H -1.573 3.625 1.974
H -3.351 2.123 1.709
H -6.392 0.451 0.227
H -0.444 2.872 -3.299
H 0.548 3.231 -1.821
H -2.039 4.814 -2.850
H -1.040 5.465 -1.472
H 1.497 5.271 -2.180
H 1.683 6.647 -3.037
Al -7.536 -0.618 0.199
Br -4.084 -1.679 -0.793
F -4.349 -0.128 -6.033
C -7.959 2.719 -5.168
F -8.246 3.929 -4.636
F -9.121 2.239 -5.658
F -7.169 2.955 -6.232
S -7.175 1.569 -3.939
O -8.154 1.432 -2.865
O -5.950 2.239 -3.515
O -6.931 0.328 -4.656
O -7.860 0.604 -7.608
S -7.794 -0.835 -7.871
O -6.386 -1.243 -7.970
O -8.472 -1.148 -9.133
O -8.449 -1.560 -6.775
Be -2.356 5.777 -0.769
C 4.317 -3.916 5.016
F 5.401 -3.307 5.524
F 4.739 -5.116 4.554
F 3.511 -4.179 6.062
S 3.479 -2.905 3.708
O 4.489 -2.715 2.661
O 3.095 -1.673 4.359
O 2.332 -3.710 3.271
K 3.281 -3.694 1.467
Cl 4.241 4.792 1.771
C 6.866 -9.180 6.384
O 7.487 -9.063 5.346
N 6.112 -8.208 6.961
C 5.400 -8.425 8.203
C 6.016 -6.913 6.312
H 6.870 -10.121 6.958
H 4.331 -8.273 8.034
H 5.756 -7.710 8.949
H 5.562 -9.437 8.574
H 5.600 -7.044 5.314
H 7.016 -6.483 6.222
H 5.380 -6.242 6.889
```

As for the HOMO-LUMO gap: 1.3564 eV. Its max |F| is 12.4 eV Å⁻¹. Its LUMO energy is -3.375 eV. The total energy comes out at -8599.166033 a.u. The calculation puts the HOMO energy at -4.73 eV. Its charge is -1.



The following is a DFT calculation (wB97M-V/def2-TZVPD) of a molecular structure, C9H18CoF5I2OP2 at a distorted geometry.

```
38
C9H18CoF5I2OP2, DFT wB97M-V/def2-TZVPD
I -5.138 2.137 -3.095
I -3.144 3.086 -4.645
Co 0.134 0.047 0.082
P -0.072 1.945 1.125
C -1.161 3.341 0.633
C -0.621 1.815 2.857
H -0.460 2.774 3.361
H 1.501 3.638 1.839
H -0.058 1.028 3.368
H 2.331 2.117 1.365
H -2.205 3.016 0.674
H -1.686 1.560 2.862
C 1.530 2.815 1.112
H -1.000 4.171 1.339
H 1.696 3.211 0.100
H -0.916 3.662 -0.384
P -0.115 -1.721 -1.181
C -1.232 -1.880 -2.616
C 1.450 -2.129 -2.021
H -0.092 -3.284 0.676
H -0.524 -4.089 -0.862
H -1.721 -3.065 -0.010
C -0.659 -3.189 -0.250
H 2.285 -2.051 -1.324
H 1.398 -3.147 -2.429
H -1.117 -2.874 -3.070
H -0.997 -1.118 -3.363
H 1.596 -1.409 -2.837
H -2.270 -1.754 -2.297
C -1.079 0.753 -1.009
O -1.937 1.224 -1.640
F 0.317 -1.666 2.397
C 1.220 -0.911 1.669
F 1.758 0.029 2.577
C 2.437 -1.815 1.322
F 3.190 -2.078 2.430
F 2.088 -3.027 0.787
F 3.274 -1.161 0.459
```

As for the HOMO-LUMO gap (alpha / beta): 2.8861 / 2.8374 eV. Its max |F| is 7.0 eV Å⁻¹. Its LUMO energy (alpha / beta) is -9.134 / -10.922 eV. The total energy comes out at -3588.427889 a.u. The calculation puts the HOMO energy (alpha / beta) at -12.02 / -13.76 eV. The multiplicity is 5. Its charge is +2.



What did the first record say?
The following is a DFT calculation (wB97M-V/def2-TZVPD) of a molecular structure, C25H36CrNO2 at a distorted geometry.

```
65
C25H36CrNO2, DFT wB97M-V/def2-TZVPD
O 0.068 -0.610 -4.265
C 0.004 0.632 -5.071
C -0.027 -0.041 -6.434
H 0.873 1.289 -4.908
H -0.940 1.164 -4.883
C 0.078 -1.318 -5.545
H 0.800 0.157 -7.112
H -0.989 0.050 -6.961
C 1.366 -2.067 -5.788
H 2.223 -1.401 -5.655
H 1.333 -2.472 -6.810
H 1.451 -2.904 -5.090
C -1.128 -2.194 -5.803
H -2.056 -1.623 -5.683
H -1.132 -3.087 -5.174
H -1.022 -2.500 -6.856
Cr -0.224 -0.820 2.613
C -2.175 -1.424 3.781
C -2.188 -0.044 4.172
C -2.215 0.747 2.991
H -2.332 0.326 5.188
C -2.262 -0.128 1.845
C -2.347 -1.474 2.353
H -2.648 -2.344 1.752
H -2.178 -2.289 4.466
H -2.381 1.831 2.929
H -2.344 0.169 0.801
C 1.208 -2.324 3.441
C 0.221 -2.901 2.554
C 0.468 -2.395 1.228
H -0.567 -3.605 2.850
C 1.465 -1.370 1.328
C 1.928 -1.336 2.685
H 2.727 -0.700 3.052
H 1.500 -2.738 4.408
H 0.059 -2.787 0.283
H 1.833 -0.743 0.516
O 1.248 1.213 -1.712
C 0.096 0.337 -1.746
C -1.150 1.113 -2.189
H -0.030 -0.152 -0.750
H 0.293 -0.435 -2.493
C -0.595 2.484 -2.648
H -1.776 1.214 -1.315
H -1.653 0.583 -2.997
C 0.843 2.536 -2.074
H -1.231 3.345 -2.395
H -0.475 2.529 -3.738
H 0.862 3.139 -1.148
H 1.606 2.945 -2.755
C 0.528 -0.238 6.135
C 0.808 0.904 5.257
C 1.419 2.148 5.550
C 1.469 2.862 4.330
C 0.896 2.015 3.341
C 0.740 2.257 1.898
N 0.532 0.827 3.910
H 0.740 0.032 7.172
H 1.137 -1.103 5.847
H -0.525 -0.537 6.069
H 1.799 2.428 6.532
H 1.879 3.856 4.144
H -0.329 2.384 1.646
H 1.274 3.177 1.614
H 1.148 1.408 1.318
```

As for the HOMO-LUMO gap (alpha / beta): 4.2978 / 5.0956 eV. Its max |F| is 3.3 eV Å⁻¹. Its LUMO energy (alpha / beta) is 2.108 / 2.107 eV. The total energy comes out at -2223.792747 a.u. The calculation puts the HOMO energy (alpha / beta) at -2.19 / -2.99 eV. The multiplicity is 5. Its charge is -1.